1.
{
  "formula": "C4H3Cl3O2S",
  "method": "ωB97M-V/def2-TZVPD",
  "symbols": ["C", "C", "C", "C", "O", "O", "S", "Cl", "Cl", "Cl", "H", "H", "H"],
  "positions_angstrom": [[0.2973, 0.1218, 0.0436], [0.4192, -1.1490, 0.2366], [-0.3989, 0.7569, -1.1096], [-0.7559, -2.1350, -1.9086], [-0.8219, -0.1199, -3.6053], [-2.6454, -0.3355, -1.9534], [-1.2541, -0.4329, -2.2800], [0.7208, 1.7146, -2.0718], [-2.0023, -3.1467, -1.3836], [0.4985, -2.7902, -2.8349], [0.7302, 0.8581, 0.7305], [0.8079, -1.8947, 0.8831], [-1.2212, 1.4008, -0.7831]],
  "forces_ev_per_angstrom": [[0.1, 0.6, 0.2], [-0.9, -0.8, -1.6], [-0.2, -0.4, -0.5], [0.7, 1.1, 1.3], [0.3, -0.2, -0.1], [-0.1, 0.0, 0.4], [-0.4, 0.1, -0.1], [0.2, 0.3, 0.1], [-0.1, -0.2, 0.0], [0.1, 0.0, -0.1], [0.0, -0.2, 0.0], [0.2, -0.3, 0.4], [0.1, -0.1, -0.1]],
  "fmax_ha_per_bohr": 0.0392,
  "de_lowest_kj_mol": 365.6,
  "spin_multiplicity": 1,
  "lumo_ev": [-1.3632, -0.8505],
  "total_charge": 0,
  "gap_ha": [0.2984, 0.3060]
}

=====

2.
{
  "formula": "C4H3ClN2S",
  "method": "ωB97M-V/def2-TZVPD",
  "symbols": ["S", "C", "N", "C", "C", "Cl", "C", "N", "H", "H", "H"],
  "positions_angstrom": [[3.1466, -0.1719, -0.0169], [1.5150, -0.2337, -0.0018], [0.7757, -1.3905, -0.0172], [-0.5186, -1.3528, 0.0081], [-1.3101, -0.1623, -0.0246], [-2.9910, -0.1589, -0.0117], [-0.6020, 0.9999, -0.0027], [0.7609, 0.9762, -0.0080], [-0.9873, -2.3528, 0.0371], [-1.0366, 1.9955, -0.0807], [1.2475, 1.8512, 0.1185]],
  "forces_ev_per_angstrom": [[0.2, 0.0, 0.1], [-0.7, 1.1, -0.2], [0.1, 0.3, 0.2], [-0.4, -0.7, -0.1], [1.6, 0.3, 0.3], [-1.1, -0.2, -0.1], [0.5, 0.2, -0.5], [-0.5, -1.2, 0.3], [-0.1, 0.7, 0.0], [-0.1, -0.3, 0.3], [0.3, -0.2, -0.2]],
  "fmax_ha_per_bohr": 0.0326,
  "de_lowest_kj_mol": 10.0,
  "spin_multiplicity": 1,
  "lumo_ev": -0.4036,
  "total_charge": 0,
  "gap_ha": 0.2931
}